The following is a quantum chemistry calculation of the molecule C16H17N5O5S, from OMol25.

## Properties
Energy above the lowest of the compared OMol25 structures with the same formula, charge and spin (kJ/mol): 226.91
E (Ha): -1668.0523
2S+1: 1
HOMO-LUMO gap (Eh): 0.29982
LUMO (eV): -0.22
SMILES string: COc1cc(C(=O)NC(=S)NNC(=O)c2cnccn2)cc(OC)c1OC

Each line ends with the Mulliken charge.
Element x y z (Å)
C: 4.529 3.474 0.541  -0.941
H: 5.334 4.200 0.640  0.230
H: 3.918 3.490 1.449  0.363
H: 3.910 3.741 -0.322  0.382
O: 5.164 2.232 0.361  -0.438
C: 4.396 1.122 0.204  0.272
C: 3.013 1.115 0.210  -0.817
C: 2.330 -0.091 0.049  -0.272
C: 3.048 -1.272 -0.102  -0.666
C: 4.435 -1.285 -0.121  1.249
C: 5.133 -0.074 0.028  0.685
O: 6.471 0.120 0.033  -0.451
C: 7.382 -0.952 -0.073  -0.793
H: 7.268 -1.663 0.747  0.294
H: 8.366 -0.487 -0.018  0.275
H: 7.280 -1.478 -1.024  0.278
O: 5.162 -2.434 -0.283  -0.438
C: 4.472 -3.657 -0.399  -0.938
H: 5.248 -4.415 -0.493  0.247
H: 3.835 -3.678 -1.288  0.355
H: 3.867 -3.864 0.489  0.364
H: 2.481 -2.181 -0.209  0.598
C: 0.862 -0.213 0.050  0.511
O: 0.286 -1.273 0.232  -0.806
N: 0.168 0.953 -0.187  -0.107
C: -1.202 1.120 -0.222  0.332
N: -1.962 0.048 -0.001  -0.267
N: -3.331 0.135 -0.017  -0.381
C: -4.122 -0.941 0.183  0.086
O: -3.698 -2.061 0.396  -0.699
C: -5.570 -0.593 0.112  0.830
N: -5.897 0.676 -0.131  -0.391
C: -7.184 0.967 -0.193  -0.206
C: -8.158 -0.010 -0.011  -0.176
N: -7.838 -1.272 0.231  -0.595
C: -6.551 -1.568 0.293  -0.281
H: -6.282 -2.595 0.491  0.436
H: -9.214 0.217 -0.060  0.378
H: -7.432 2.001 -0.391  0.417
H: -3.712 1.063 -0.199  0.378
H: -1.541 -0.873 0.176  0.553
S: -1.826 2.624 -0.528  -0.535
H: 0.683 1.799 -0.393  0.222
H: 2.481 2.036 0.383  0.460